{
  "formula": "C6H18KO8P2",
  "method": "ωB97M-V/def2-TZVPD",
  "symbols": ["K", "C", "O", "P", "O", "O", "C", "O", "C", "H", "H", "H", "H", "H", "H", "H", "H", "H", "C", "O", "P", "O", "O", "C", "O", "C", "H", "H", "H", "H", "H", "H", "H", "H", "H"],
  "xyz": [[-0.623, 5.833, -0.117], [-3.880, -1.538, -1.808], [-2.917, -0.816, -2.596], [-3.346, 0.654, -3.158], [-2.700, 1.812, -2.510], [-4.981, 0.626, -3.215], [-5.768, 1.493, -2.442], [-3.054, 0.513, -4.794], [-1.798, 0.614, -5.339], [-3.983, -1.071, -0.828], [-3.447, -2.481, -1.474], [-4.801, -1.767, -2.344], [-5.111, 2.147, -1.868], [-6.429, 0.898, -1.813], [-6.370, 2.176, -3.041], [-1.106, 0.550, -4.499], [-1.751, 1.545, -5.903], [-1.699, -0.274, -5.964], [5.088, -1.176, 1.977], [4.494, 0.090, 2.030], [3.076, 0.365, 2.758], [2.552, 1.789, 2.701], [2.055, -0.816, 2.177], [2.117, -2.156, 2.584], [3.498, -0.108, 4.303], [4.431, 0.612, 5.114], [5.878, -1.215, 2.727], [5.774, -1.253, 1.134], [4.474, -2.064, 2.126], [2.443, -2.691, 1.692], [1.208, -2.676, 2.887], [2.757, -2.337, 3.448], [5.116, 1.230, 4.533], [4.957, 0.101, 5.921], [3.848, 1.392, 5.603]],
  "mulliken_charge": [0.998, -0.644, -0.291, 0.973, -0.630, -0.276, -0.667, -0.307, -0.608, 0.307, 0.278, 0.283, 0.314, 0.254, 0.256, 0.307, 0.216, 0.237, -0.607, -0.287, 0.944, -0.679, -0.309, -0.713, -0.287, -0.714, 0.272, 0.309, 0.267, 0.326, 0.265, 0.324, 0.303, 0.288, 0.297],
  "e_above_lowest_kcal_mol": 83.3,
  "homo_lumo_gap_ev": 8.3,
  "charge": 1,
  "lumo_energy_ev": -4.1275,
  "e_homo_ev": -12.4
}